The following is a DFT calculation (the ωB97M-V functional and the def2-TZVPD basis) of a structure of composition C3H5N2.

Summary:
frontier orbital gap (alpha / beta)	8.79 / 8.84	eV
highest occupied orbital energy (alpha / beta)	-15.76 / -15.70	eV
charge	+1

Atoms and positions in Å:
C1 0.311849 1.105416 0.248018
C2 1.372487 0.140482 -0.163926
C3 -0.867656 -0.633050 0.058236
N1 0.562337 -0.704266 0.603938
N2 -0.908841 0.780230 0.136245
H1 1.461542 0.075016 -1.341838
H2 2.428700 0.030933 0.322225
H3 -0.954701 -0.894097 -0.942921
H4 -1.554962 -1.205875 0.731410
H5 -1.850757 1.305212 0.348610

Atoms 1-6, force components in eV/Å:
C 1.1 2.1 0.4
C 3.3 -2.1 -0.9
C 0.3 -1.6 2.4
N -1.6 -0.2 -1.1
N -3.8 0.9 1.5
H -0.5 0.3 2.1

The following is a DFT calculation (the ωB97M-V functional and the def2-TZVPD basis) of a cluster of 2 separate species, CN3O2S2 in total.

Summary:
frontier orbital gap	8.57	eV
highest occupied orbital energy	-5.04	eV
charge	-1

Atoms and positions in Å:
C1 2.924089 -0.360170 -0.422248
N1 3.578346 -1.239685 -0.790137
N2 -4.566521 -1.067308 0.104552
N3 -4.257611 -0.300179 -0.625709
O1 2.223558 0.587231 -0.056288
O2 0.325958 0.278348 1.809752
S1 -0.543166 1.837353 -0.377828
S2 0.315348 0.264413 0.357909

Atoms 1-6, force components in eV/Å:
C 0.0 -0.4 -0.2
N 0.7 -0.9 -0.3
N 0.6 1.5 -1.4
N -0.6 -1.5 1.4
O -0.3 1.6 0.5
O 0.2 0.0 0.5

The following is a DFT calculation (the ωB97M-V functional and the def2-TZVPD basis) of a cluster of 3 separate species, C4H16NO2 in total.

Summary:
frontier orbital gap	12.16	eV
highest occupied orbital energy	-15.09	eV
charge	+1

Atoms and positions in Å:
C1 0.872777 -1.254898 -0.500492
C2 -0.193617 -2.139224 -1.144456
C3 0.416741 -2.658944 -2.481192
C4 -1.453715 -1.203415 -1.327002
N1 0.396591 -0.580048 0.857933
H1 1.239076 -0.491188 -1.226529
H2 1.678744 -1.984178 -0.136080
H3 -0.562091 -3.020747 -0.592965
H4 0.532601 -2.062760 -3.360555
H5 -0.308705 -3.487013 -2.801189
H6 1.374209 -3.231140 -2.264310
H7 -1.628701 -0.347406 -2.005462
H8 -2.144909 -1.924110 -1.663912
H9 -1.953162 -1.078883 -0.372131
H10 1.242219 -0.674404 1.457903
H11 -0.367887 -1.151514 1.203942
H12 0.016011 0.349220 0.686282
H13 -1.075522 2.573285 0.540763
H14 0.166649 2.955418 1.454252
O1 -0.166517 2.254323 0.775818
H15 0.828140 4.931826 3.204578
H16 -0.541037 4.533942 3.287585
O2 0.275906 4.209287 2.886826

Atoms 1-6, force components in eV/Å:
C 1.0 -1.9 1.4
C -0.2 3.0 -1.6
C -0.9 -3.4 1.0
C -0.5 -1.6 0.1
N 1.2 -1.8 -1.7
H -0.2 -0.5 1.0

The following is a DFT calculation (the ωB97M-V functional and the def2-TZVPD basis) of the molecule C2H2N4O2.

Summary:
frontier orbital gap	9.43	eV
highest occupied orbital energy	-9.43	eV
SMILES	O=c1nnnc(O)[nH]1

Atoms and positions in Å:
O1 2.260803 -0.687422 -1.087572
C1 1.056151 -0.585473 -0.895881
N1 -0.027610 -1.439647 -1.310647
N2 -1.010131 -1.415372 -0.483799
N3 -1.283141 -0.610078 0.668155
C2 -0.566006 0.500232 0.500682
O2 -0.820143 1.471010 1.148284
N4 0.559162 0.481348 -0.166328
H1 -1.728617 1.379947 1.693950
H2 1.559533 0.905455 -0.066844

Atoms 1-6, force components in eV/Å:
O -2.0 0.0 0.0
C -0.5 -1.3 -0.5
N 0.2 0.8 2.1
N -1.1 -1.6 -0.2
N 1.6 0.2 -3.7
C 0.4 -7.4 -0.6

The following is a DFT calculation (the ωB97M-V functional and the def2-TZVPD basis) of a structure of composition C22H33I2MnN3O3S.

Summary:
frontier orbital gap (alpha / beta)	7.38 / 7.11	eV
multiplicity	2
highest occupied orbital energy (alpha / beta)	-6.97 / -6.71	eV
⟨S²⟩	0.903

Atoms and positions in Å:
Mn1 0.370193 0.800458 0.334139
I1 -5.903188 -2.518735 3.169820
C1 -4.215654 -1.349085 2.781639
C2 -4.227513 0.007181 3.057870
C3 -3.116271 0.776565 2.759756
I2 -3.133894 2.808916 3.243045
C4 -1.951762 0.245905 2.161980
O1 -0.935330 0.977008 1.877711
C5 -1.963046 -1.162370 1.941669
C6 -0.691755 -1.836086 1.513567
N1 -0.041975 -1.264573 0.322612
C7 1.172771 -1.999629 -0.017986
C8 1.936701 -1.240951 -1.070808
C9 2.675540 -1.832959 -2.076633
C10 3.382152 -1.023748 -2.951341
C11 3.340070 0.347799 -2.778602
C12 2.570253 0.859901 -1.749498
N2 1.864164 0.087674 -0.922543
C13 -3.074152 -1.927197 2.235521
H1 -5.096685 0.469904 3.506097
H2 -0.897776 -2.901989 1.353212
H3 0.047927 -1.768954 2.318046
H4 -0.685357 -1.301347 -0.470423
H5 0.983177 -3.035468 -0.320358
H6 1.788750 -2.031858 0.885941
H7 2.693708 -2.910689 -2.170363
H8 3.961011 -1.460772 -3.754447
H9 3.883902 1.014649 -3.432858
H10 2.502406 1.924460 -1.568673
H11 -3.046417 -2.994988 2.048270
N3 -0.103026 4.633486 1.463499
C14 0.437363 3.507573 0.979856
O2 -0.177054 2.836721 0.136878
C15 1.811988 3.078490 1.437563
C16 1.789435 1.556885 1.631100
H12 -1.081170 4.797390 1.284254
H13 0.324334 5.090439 2.248626
H14 2.151839 3.670247 2.293710
H15 2.464514 3.346736 0.596203
H16 1.435559 1.331366 2.641785
H17 2.810633 1.164131 1.553396
C17 -4.327359 -0.701285 -0.912308
S1 -2.853162 0.273525 -1.260066
C18 -3.381538 1.862841 -0.605679
H18 -4.533470 -0.714153 0.157502
H19 -4.138355 -1.722825 -1.241251
H20 -5.188842 -0.313066 -1.454872
H21 -4.059088 2.364115 -1.296387
H22 -2.489284 2.466541 -0.448014
H23 -3.869450 1.716850 0.356421
C19 -0.222556 2.105400 -3.211380
C20 -0.700803 0.847627 -3.903723
O3 -0.198898 -0.290532 -3.215890
C21 -0.771750 -1.506535 -3.654151
C22 -0.328662 -1.926227 -5.046950
H24 -0.767852 2.967435 -3.599929
H25 0.838059 2.283231 -3.383693
H26 -0.395265 2.060399 -2.132610
H27 -0.358564 0.833369 -4.945930
H28 -1.796827 0.808214 -3.905009
H29 -1.866209 -1.432523 -3.602124
H30 -0.457766 -2.261209 -2.927215
H31 -0.795926 -1.321915 -5.824274
H32 -0.598668 -2.967274 -5.229615
H33 0.755267 -1.831882 -5.138381

Atoms 1-6, force components in eV/Å:
Mn -0.2 -0.4 1.0
I 0.0 0.0 0.0
C 0.1 -0.1 -0.1
C -0.1 0.1 0.1
C -0.1 0.0 0.0
I 0.0 0.0 0.0

Per-record max |F|, eV Å⁻¹: 4.16, 2.10, 3.66, 10.64, 1.09